# 1
This record from OMol25 describes a molecular structure, C5H6N2O5 in a non-equilibrium geometry. The level of theory is ωB97M-V/def2-TZVPD.

Kohn-Sham gap   8.21 eV
LUMO   -0.0497 Ha
Energy   -679.55753 Eh
Energy relative to the best compared isomer or geometry (same formula, charge and spin)   8.626 eV

CARTESIAN COORDINATES (ANGSTROEM)
1 C -1.4337 0.5773 0.1288
2 C 0.4493 -0.7095 -1.4086
3 C -1.6710 1.0449 1.4685
4 C 0.7648 -1.9790 -0.8749
5 C 0.0021 0.2057 -0.2517
6 N 1.2319 1.7076 -0.7914
7 N 0.8844 0.1639 0.8397
8 O -2.3258 0.4642 -0.6938
9 O 0.4759 -0.4585 -2.5833
10 O 1.7589 1.6680 -1.7859
11 O 0.6271 -0.0604 2.0318
12 O 2.0121 0.6949 0.4647
13 H -0.9935 1.9251 1.5445
14 H -2.6646 1.3359 1.6493
15 H -1.5978 0.3844 2.2520
16 H 0.8884 -2.7366 -1.6431
17 H 1.6467 -2.0355 -0.1284
18 H -0.0551 -2.1925 -0.2182

# 2
This record from OMol25 describes 2 unconnected molecules or ions with the total composition C5H6N2OS in a non-equilibrium geometry. The level of theory is ωB97M-V/def2-TZVPD.

Kohn-Sham gap   10.22 eV
LUMO   0.0208 Ha
Energy   -777.02912 Eh
Structure (SMILES)   O=C1CCC=N1.N=C=S
Energy relative to the best compared isomer or geometry (same formula, charge and spin)   1.059 eV

CARTESIAN COORDINATES (ANGSTROEM)
1 C -2.8192 -0.1195 -0.0370
2 C 0.7806 1.2444 0.0835
3 C 1.5398 0.1293 0.9199
4 C 1.2121 -1.0677 0.1079
5 C 0.6515 -0.5377 -1.1714
6 N -2.7966 1.0773 -0.0860
7 N 0.3650 0.7331 -1.1550
8 O 0.5014 2.3506 0.3844
9 S -2.6674 -1.7220 0.0286
10 H 2.5592 0.3297 0.8761
11 H 1.2089 0.1266 1.9300
12 H 2.1066 -1.6842 -0.0710
13 H 0.3086 -1.6017 0.4676
14 H 0.4661 -1.0883 -2.1616
15 H -3.4166 1.8301 -0.1161

# 3
This record from OMol25 describes a single C5H6N2OS molecule in a non-equilibrium geometry. The level of theory is ωB97M-V/def2-TZVPD.

Kohn-Sham gap   9.48 eV
LUMO   0.0180 Ha
Energy   -776.97350 Eh
Energy relative to the best compared isomer or geometry (same formula, charge and spin)   2.572 eV

CARTESIAN COORDINATES (ANGSTROEM)
1 C 1.8920 0.9763 -1.9103
2 C 0.7383 1.2511 -1.1793
3 C 1.4187 -0.8115 -0.8082
4 C -0.5349 -0.1884 0.4009
5 C -0.1934 -1.5743 1.0287
6 N 2.3633 -0.2590 -1.6979
7 N 0.4914 0.0898 -0.5370
8 O 2.2108 -2.4729 1.2253
9 S 1.2287 -2.3418 0.1814
10 H 2.5436 1.5114 -2.6154
11 H 0.2576 2.1296 -1.1080
12 H -1.6682 -0.1930 0.0768
13 H -0.5122 0.5731 1.3577
14 H 0.1096 -1.7297 2.0367
15 H -1.1924 -2.2031 0.9624

# 4
This record from OMol25 describes a gas-phase ion, C5H6N2S (charge +2) in a non-equilibrium geometry. The level of theory is ωB97M-V/def2-TZVPD.

Kohn-Sham gap (alpha / beta)   6.56 / 6.99 eV
LUMO (alpha / beta)   -0.4059 / -0.3952 Ha
Energy   -700.89027 Eh
Charge   +2
Energy relative to the best compared isomer or geometry (same formula, charge and spin)   2.590 eV

CARTESIAN COORDINATES (ANGSTROEM)
1 C -1.7243 2.3054 -0.1039
2 C 0.9849 -0.8873 -0.0173
3 C -1.2627 -0.0152 0.0362
4 C 0.7006 1.3583 0.0406
5 C 2.3720 -0.4455 -0.0466
6 N -2.0322 1.0790 0.0260
7 N 0.1089 0.1087 0.0304
8 S 2.3293 1.3793 0.0176
9 H -1.8092 3.3437 0.1366
10 H 0.6773 -1.9236 -0.0284
11 H -1.7089 -0.9950 0.0380
12 H 2.9709 -0.8796 0.7685
13 H 2.8990 -0.7447 -0.9669
14 H -3.0538 0.8759 0.0553

# 5
This record from OMol25 describes a gas-phase ion, C5H6N3O (charge +1) in a non-equilibrium geometry. The level of theory is ωB97M-V/def2-TZVPD.

Kohn-Sham gap   9.18 eV
LUMO   -0.1606 Ha
Energy   -433.34300 Eh
Charge   +1
Structure (SMILES)   C1=[NH+]c2oncc2CN1
Energy relative to the best compared isomer or geometry (same formula, charge and spin)   0.000 eV

CARTESIAN COORDINATES (ANGSTROEM)
1 C -0.7018 1.9952 0.8040
2 C -0.1962 0.8588 0.1290
3 C -0.4696 -0.1544 1.0112
4 C 0.4514 -1.7658 -0.3637
5 C 0.4828 0.5815 -1.1740
6 N -1.2084 1.6446 1.9534
7 N 0.7474 -0.8610 -1.2577
8 N -0.1499 -1.4876 0.7798
9 O -1.0722 0.3131 2.0975
10 H -0.7109 3.0207 0.4968
11 H 0.7094 -2.7987 -0.5643
12 H -0.1462 0.8802 -2.0211
13 H 1.4320 1.1250 -1.2508
14 H 1.2094 -1.1574 -2.1100
15 H -0.3772 -2.1943 1.4699

# 6
This record from OMol25 describes a gas-phase ion, C5H6N3S (charge +1) in a non-equilibrium geometry. The level of theory is ωB97M-V/def2-TZVPD.

Kohn-Sham gap   10.41 eV
LUMO   -0.1751 Ha
Energy   -756.26153 Eh
Charge   +1
Energy relative to the best compared isomer or geometry (same formula, charge and spin)   1.401 eV

CARTESIAN COORDINATES (ANGSTROEM)
1 C -1.3943 1.8398 -0.9174
2 C 0.7855 -1.7563 0.1851
3 C -0.2520 -2.2094 0.8339
4 C -0.4573 0.1325 0.4497
5 C -0.8710 1.5857 0.3966
6 N -1.9952 1.9720 -1.8696
7 N 0.6454 -0.3642 -0.1269
8 N 1.4824 0.5858 -0.6893
9 S -1.4520 -1.0430 1.1818
10 H 1.5265 -2.4452 -0.2724
11 H -0.3296 -3.3408 0.9142
12 H 0.0329 2.2577 0.6318
13 H -1.6934 1.6940 1.0523
14 H 1.6230 0.3574 -1.6234
15 H 2.3493 0.7340 -0.1464

# 7
This record from OMol25 describes a single C5H6N4O molecule in a non-equilibrium geometry. The level of theory is ωB97M-V/def2-TZVPD.

Kohn-Sham gap   8.96 eV
LUMO   -0.0009 Ha
Energy   -488.40930 Eh
Structure (SMILES)   NC(=O)c1cncc(N)n1
Energy relative to the best compared isomer or geometry (same formula, charge and spin)   0.423 eV

CARTESIAN COORDINATES (ANGSTROEM)
1 C 1.4175 -0.2585 1.6063
2 C 0.8085 -0.2661 0.3054
3 C 1.4742 -0.5684 -0.8418
4 C -0.3612 -0.1731 -2.0430
5 C -1.0962 0.2757 -0.8966
6 H 1.1886 0.4667 3.4943
7 H -0.2973 0.4995 2.4579
8 H 2.5064 -0.9503 -0.8048
9 H -0.9261 -0.2902 -2.9369
10 H -2.8577 1.0508 -0.1648
11 H -2.9822 0.4306 -1.8461
12 N 0.6823 0.2694 2.6571
13 N 0.8219 -0.7564 -2.0100
14 N -2.3974 0.7112 -1.0256
15 N -0.4743 0.2958 0.2841
16 O 2.4928 -0.7367 1.7646

# 8
This record from OMol25 describes a single C5H6N6O2S molecule in a non-equilibrium geometry. The level of theory is ωB97M-V/def2-TZVPD.

Kohn-Sham gap   9.06 eV
LUMO   -0.0029 Ha
Energy   -1071.27912 Eh
Structure (SMILES)   N=[S@@H](=O)c1nc(N)c2[nH]c(=O)[nH]c2n1
Energy relative to the best compared isomer or geometry (same formula, charge and spin)   0.442 eV

CARTESIAN COORDINATES (ANGSTROEM)
1 C -1.1268 0.3706 0.0065
2 C -0.6653 -0.9580 0.0070
3 C -0.1769 1.3894 0.2989
4 C 1.4909 -0.2557 0.0847
5 C -2.9043 -0.9838 -0.1183
6 N 0.6493 -1.2355 -0.0842
7 N 1.0950 1.1182 0.3578
8 N 3.8383 -0.2122 -1.3648
9 N -2.5130 0.3753 -0.1985
10 N -1.7522 -1.7537 0.0684
11 N -0.5667 2.6053 0.7173
12 O -4.0164 -1.4567 -0.1978
13 O 3.9746 -0.4185 1.1945
14 S 3.2323 -0.6615 -0.0379
15 H 3.0444 -0.3777 -1.9951
16 H -3.0504 1.0193 0.2360
17 H -2.0834 -2.6638 -0.2392
18 H -1.5181 2.7549 0.5485
19 H 0.0232 3.3752 0.7880
20 H 3.0254 -2.0310 -0.0718

- energy relative to the best compared isomer or geometry (same formula, charge and spin) of number 5 (C5H6N3O)?
  0.000 eV